No. 1
The following is a quantum chemistry calculation of a molecular structure, C22H26CrN7O4Se4, from OMol25.

Gap between HOMO and LUMO (spin up / spin down): 6.5 / 6.4 eV
Net charge: 0
2S+1: 4
<S²>: 3.800
HOMO level (spin up / spin down): -6.636 / -6.656 eV

Each line ends with the Mulliken charge.
Positions of all 64 atoms, in Å:
Cr -0.0131 -0.9998 1.5327  0.705
Se -1.1765 -1.8427 3.5497  -0.441
Se -3.4016 -1.9693 2.8678  -0.268
Se -3.3422 -2.5370 0.5264  -0.253
Se -1.0949 -2.5919 -0.0871  -0.138
N -1.6555 0.2817 1.1561  -0.194
C -1.6493 1.3589 2.1440  1.268
C -2.5377 2.5577 1.8198  -1.121
C -2.5908 3.6184 2.9290  -0.353
C -3.1568 3.0999 4.2617  -1.195
N -2.3420 2.0739 4.9387  -0.070
C -1.0991 2.2354 5.3693  0.534
N -0.6174 3.4558 5.6309  -0.423
N -0.3673 1.1486 5.6475  -0.353
C -0.1857 1.6720 2.5345  0.781
O 0.1350 2.7936 2.9308  -0.720
O 0.5741 0.6530 2.5185  -0.522
H -1.6546 0.5819 0.1838  0.243
H -2.4945 -0.2873 1.2811  0.057
H -2.0736 0.8450 3.0023  -0.783
H -3.5546 2.1837 1.6547  0.317
H -2.2154 3.0070 0.8762  0.383
H -3.2412 4.4410 2.6222  0.405
H -1.5878 4.0151 3.0617  0.289
H -4.1187 2.6150 4.0938  0.476
H -3.3477 3.9199 4.9569  0.348
H -2.6058 1.1168 4.7610  0.354
H -1.0816 4.2345 5.1951  0.248
H 0.3840 3.5497 5.6776  0.263
H -0.6396 0.2736 5.2072  0.043
H 0.6302 1.2684 5.7253  0.276
C -1.7895 -0.7218 -6.3303  -0.896
O -1.4149 -1.5864 -5.2764  -0.430
C -0.0854 -1.7366 -5.0345  0.871
C 0.2523 -2.6605 -4.0422  -0.629
C 1.5718 -2.8688 -3.7079  0.013
C 2.5825 -2.1556 -4.3597  -0.250
C 2.2449 -1.2862 -5.3779  -0.432
C 0.9138 -1.0489 -5.7100  -0.520
N 3.9958 -2.3528 -4.1373  -0.445
N 4.4906 -2.4777 -3.0069  -0.578
C 3.7414 -2.2689 -1.8001  -0.136
C 3.9388 -3.2045 -0.8162  -0.275
C 3.2120 -3.2240 0.3872  -0.998
C 2.2416 -2.2717 0.6194  0.996
O 1.4960 -2.2041 1.6893  -0.484
C 2.0841 -1.2443 -0.3774  0.430
N 1.1568 -0.2963 -0.0621  0.031
C 1.0674 0.7826 -0.7978  0.095
C 1.8867 0.9883 -1.9207  -1.327
C 2.7663 0.0120 -2.2941  -0.490
C 2.8658 -1.1787 -1.5370  0.308
H -2.8711 -0.7855 -6.4058  0.244
H -1.3426 -1.0328 -7.2780  0.363
H -1.5022 0.3120 -6.1188  0.345
H -0.5383 -3.1947 -3.5320  0.502
H 1.8162 -3.5849 -2.9342  0.435
H 3.0378 -0.7746 -5.9104  0.452
H 0.6812 -0.3423 -6.4929  0.412
H 4.6651 -3.9839 -1.0158  0.399
H 3.3944 -3.9837 1.1346  0.470
H 0.3407 1.5309 -0.4994  0.363
H 1.8103 1.9138 -2.4736  0.415
H 3.4111 0.1583 -3.1498  0.592

***

No. 2
The following is a quantum chemistry calculation of C22H26FN3O4S in the gas phase, from OMol25.

Gap between HOMO and LUMO: 8.5 eV
Net charge: 0
2S+1: 1
HOMO level: -8.035 eV

Each line ends with the Mulliken charge.
Positions of all 57 atoms, in Å:
C -5.2717 -1.0380 0.7452  -1.763
C -3.8287 -1.3677 0.5291  0.659
C -3.0541 -0.8065 -0.4795  0.482
C -1.7445 -1.2040 -0.6885  -0.160
C -1.1504 -2.1531 0.1331  0.523
C -1.9071 -2.7040 1.1646  -0.957
C -3.2171 -2.3146 1.3530  -0.904
H -3.7992 -2.7664 2.1429  0.483
H -1.4627 -3.4593 1.7948  0.489
C 0.1984 -2.7322 -0.1595  0.166
O 0.3426 -3.9411 -0.2112  -0.671
N 1.2152 -1.8739 -0.4113  0.120
C 1.2470 -0.4677 -0.0901  0.681
H 0.2705 -0.1370 0.2578  -0.293
H 1.5186 0.0996 -0.9894  0.044
C 2.2934 -0.2049 1.0110  -1.542
N 3.5969 -0.6839 0.6079  0.135
C 4.4757 0.1431 -0.0752  0.744
C 4.7512 1.4452 0.3693  0.582
C 5.6577 2.2768 -0.2512  -0.565
C 6.3633 1.8266 -1.3533  -0.433
C 6.1387 0.5400 -1.8072  -0.910
C 5.2147 -0.2798 -1.1871  -0.421
H 5.0644 -1.2698 -1.5857  0.265
H 6.6810 0.1663 -2.6626  0.388
H 7.0786 2.4691 -1.8406  0.379
H 5.8110 3.2654 0.1524  0.428
F 4.1248 1.9387 1.4727  -0.343
C 3.5360 -2.0986 0.3128  -1.219
H 4.5236 -2.4705 0.0436  0.595
C 2.5120 -2.4030 -0.7880  -0.725
H 2.4044 -3.4792 -0.9302  0.489
H 2.8146 -1.9347 -1.7308  0.334
H 3.2214 -2.6073 1.2309  0.370
H 2.3132 0.8579 1.2343  0.498
H 1.9995 -0.7433 1.9187  0.301
H -1.2222 -0.7886 -1.5359  0.692
S -3.6153 0.4828 -1.6178  1.187
O -2.7236 0.4630 -2.7387  -0.714
O -5.0258 0.3863 -1.8530  -0.759
N -3.3634 1.9421 -0.8653  0.091
C -4.2845 2.4256 0.1343  -0.698
H -5.2262 1.8972 -0.0035  0.359
C -3.7200 2.2245 1.5454  -0.304
O -2.4316 2.7883 1.6623  -0.468
C -1.5376 2.2011 0.7452  -0.273
C -2.0121 2.4180 -0.6957  -0.810
H -1.3855 1.8904 -1.4131  0.451
H -1.9933 3.4905 -0.9214  0.362
H -0.5707 2.6779 0.9142  0.361
H -1.4584 1.1212 0.9549  0.211
H -4.3404 2.7315 2.2860  0.357
H -3.6660 1.1511 1.7828  0.187
H -4.4440 3.4965 -0.0383  0.367
H -5.6949 -0.5695 -0.1369  0.338
H -5.8238 -1.9499 0.9647  0.565
H -5.3937 -0.3685 1.5973  0.252

***

No. 3
The following is a quantum chemistry calculation of 2 unconnected molecules or ions with the total composition C22H26FNO4S, from OMol25.

Gap between HOMO and LUMO: 3.5 eV
Net charge: 0
2S+1: 1
HOMO level: -5.640 eV

Each line ends with the Mulliken charge.
Positions of all 55 atoms, in Å:
C 4.4911 -1.4731 1.1301  -0.725
C 3.4788 -1.8566 0.0571  -0.648
C 2.0412 -1.6369 0.4991  -0.519
N 1.8443 -0.2865 1.0361  0.376
C 0.6710 0.3654 0.8785  -1.227
C 0.6090 1.8067 1.0250  0.742
C 1.7757 2.6202 0.8904  -0.294
C 1.7456 3.9562 1.2856  -0.613
C 0.5420 4.5523 1.6859  -0.395
C -0.6362 3.7945 1.7163  -0.801
C -0.5946 2.4344 1.4260  -0.322
C 2.7324 -0.0102 2.1893  -0.904
C 4.1968 -0.1332 1.7968  -0.506
H 4.5015 -2.2527 1.9014  0.302
H 5.4849 -1.4310 0.6805  0.343
H 3.6655 -1.2858 -0.8611  0.310
H 3.5745 -2.9183 -0.1878  0.362
H 1.3512 -1.7797 -0.3348  0.274
H 1.7978 -2.3730 1.2833  0.371
H -0.2457 -0.2199 0.9853  1.255
H 2.6959 2.1784 0.4859  0.472
H 2.6704 4.5342 1.2870  0.401
H 0.5154 5.5981 1.9873  0.402
H -1.5907 4.2500 1.9837  0.416
H -1.4710 1.7895 1.4953  0.492
H 2.5262 0.9839 2.5955  0.506
H 2.5336 -0.7614 2.9768  0.390
H 4.8053 -0.0273 2.7003  0.376
H 4.4778 0.6919 1.1309  0.200
C -2.7956 -4.0614 2.3526  -1.193
C -3.4693 -3.7940 1.0314  -0.238
O -2.8022 -2.7355 0.3193  -0.261
C -3.5509 -2.4168 -0.7722  0.276
C -2.9065 -1.4052 -1.5886  -0.263
F -3.7914 -0.7846 -2.3809  -0.311
S -1.5323 -0.4668 -1.1879  1.809
C -1.4343 0.7885 -2.4374  0.192
C -0.4698 0.6532 -3.4370  -0.362
C -0.5845 1.4349 -4.5853  -0.658
C -1.6067 2.3815 -4.6909  -0.391
C -2.5006 2.5749 -3.6320  -0.653
C -2.4038 1.7931 -2.4821  -0.285
O -1.9230 0.1767 0.0584  -0.687
O -0.3345 -1.2774 -1.3199  -0.898
O -4.6444 -2.8990 -1.0341  -0.691
H -3.2549 -4.9665 2.7584  0.393
H -1.7202 -4.2265 2.2484  0.277
H -2.9880 -3.2457 3.0572  0.289
H -3.4452 -4.6798 0.3815  0.302
H -4.5143 -3.4984 1.1928  0.343
H 0.3538 -0.0477 -3.3033  0.433
H 0.1414 1.2967 -5.3825  0.381
H -1.6987 2.9872 -5.5954  0.374
H -3.2736 3.3389 -3.6830  0.380
H -3.0400 1.9696 -1.6133  0.407

***

No. 4
The following is a quantum chemistry calculation of 4 unconnected molecules or ions with the total composition C22H26I2O5S2, from OMol25.

Gap between HOMO and LUMO: 9.3 eV
Net charge: 0
2S+1: 1
HOMO level: -9.414 eV

Each line ends with the Mulliken charge.
Positions of all 57 atoms, in Å:
C 0.8998 -0.8568 0.2049  -1.441
C 0.9093 0.3805 1.0907  -0.248
I -1.0650 1.1842 1.2492  0.037
C 1.9410 1.4014 0.5843  -0.248
I 3.2934 1.9732 2.1846  0.073
O 1.3220 2.5349 0.0330  -0.134
S 2.2743 3.5262 -0.8808  0.482
O 1.4523 4.6789 -1.0875  -0.486
O 2.2655 2.5954 -2.2474  -0.162
C 1.0205 2.2197 -2.7896  -0.559
S 0.4462 3.2362 -4.1715  0.982
O -0.9830 3.1916 -4.0645  -0.607
O 1.1802 4.4574 -4.2548  -0.556
H 0.1268 -1.5493 0.5333  0.402
H 1.8602 -1.3726 0.2740  0.405
H 0.6921 -0.6039 -0.8359  0.336
H 1.1615 0.0966 2.1065  0.443
H 2.5763 0.9289 -0.1653  0.379
H 1.1125 1.2042 -3.1799  0.395
H 0.2003 2.2513 -2.0713  0.357
H 0.7904 2.4728 -5.2376  0.148
C -0.2342 -0.3110 5.6429  -0.458
C -0.0246 -0.9138 6.8755  -0.384
C -0.5441 -2.1762 7.1275  -0.405
C -1.2707 -2.8379 6.1470  -0.381
C -1.4788 -2.2365 4.9135  -0.559
C -0.9619 -0.9724 4.6630  0.160
H 0.1670 0.6753 5.4450  0.395
H 0.5427 -0.3994 7.6405  0.364
H -0.3839 -2.6443 8.0902  0.360
H -1.6751 -3.8223 6.3448  0.366
H -2.0468 -2.7507 4.1479  0.407
H -1.1256 -0.4996 3.7030  0.158
C 3.7741 -0.2023 -4.5615  -0.359
C 4.1083 -1.0812 -5.5828  -0.473
C 4.7753 -0.6136 -6.7063  -0.398
C 5.1100 0.7301 -6.8073  -0.337
C 4.7763 1.6082 -5.7858  -0.616
C 4.1068 1.1422 -4.6620  -0.218
H 3.2564 -0.5688 -3.6825  0.404
H 3.8516 -2.1297 -5.5025  0.368
H 5.0349 -1.2972 -7.5043  0.361
H 5.6316 1.0928 -7.6834  0.366
H 5.0363 2.6559 -5.8635  0.386
H 3.8437 1.8279 -3.8676  0.513
C -5.1693 -1.4781 0.3783  -0.573
C -6.4751 -1.8764 0.6280  -0.340
C -6.9504 -1.9193 1.9317  -0.398
C -6.1218 -1.5609 2.9860  -0.452
C -4.8162 -1.1610 2.7365  -0.286
C -4.3403 -1.1213 1.4327  0.002
H -4.7982 -1.4434 -0.6382  0.369
H -7.1236 -2.1522 -0.1936  0.359
H -7.9683 -2.2321 2.1260  0.357
H -6.4938 -1.5921 4.0020  0.369
H -4.1687 -0.8794 3.5582  0.379
H -3.3203 -0.8103 1.2466  0.195

***

Values for strongest force on any atom, Eh/bohr, ordered as above
0.0140 0.0204 0.0695 0.0090